Entry 1:
Below is the molecule C4H12NO3PS, with properties calculated with wB97M-V/def2-TZVPD.

```
22
Properties=species:S:1:pos:R:3:nbo_charge:R:1
O -2.3035 1.8200 -0.5833 -0.97
H 1.5210 1.8667 -1.3370 0.20
H 0.3907 2.2090 0.6497 0.18
H 1.3151 0.2259 -2.0055 0.21
H -2.5058 -1.0378 2.4108 0.20
O -0.8249 0.6183 1.0285 -0.83
H 1.7308 -1.0147 1.4760 0.20
N 1.2946 0.3222 0.1087 -0.47
O -3.1480 -0.1557 0.6192 -0.80
S -1.1400 -0.8243 -1.6852 -0.58
H 0.7871 0.9385 1.9827 0.19
H 2.3810 -1.1532 -0.1583 0.22
H -2.0643 -1.9807 0.7662 0.21
P -1.8278 0.3122 -0.2362 2.02
C -2.8115 -1.3730 1.3436 -0.28
H 2.8935 0.5461 -1.2662 0.19
C 0.4902 1.1463 0.9572 0.10
H -3.1999 1.7957 -0.8226 0.50
C 2.3167 -0.5180 0.7201 -0.42
H 3.2494 -0.1095 1.1710 0.18
C 1.8017 0.8065 -1.2053 -0.42
H -3.6165 -2.0341 1.4495 0.19
```

## Properties
calculated total energy	-1179.6467	a.u.
orbital gap	9.1855	eV
lowest unoccupied orbital energy	0.73	eV
HOMO energy	-8.46	eV
energy above the lowest of the compared OMol25 structures with the same formula, charge and spin	11.66	kcal per mole

=====

Entry 2:
Below is a 4-piece molecular cluster, C3H15NO4 overall, with properties calculated with wB97M-V/def2-TZVPD.

```
23
Properties=species:S:1:pos:R:3:nbo_charge:R:1
O -1.3509 2.3024 1.5798 -0.99
H -1.8708 1.2193 -3.8125 0.47
H 1.5486 -3.6776 -1.8777 0.23
N -0.2215 -0.3331 0.9297 -0.25
H -0.4441 -2.7437 -0.5945 0.25
H 1.6996 -0.6315 0.0919 0.32
H 1.2353 -1.7429 1.3571 0.25
H -0.9826 3.1472 1.9263 0.50
C 0.4456 -2.1459 -0.6989 -0.45
H 0.1979 0.3315 1.5638 0.43
H 3.5591 -2.6507 -1.2184 0.48
H 0.1921 -1.3966 -1.4916 0.24
H -2.2927 2.4175 1.7504 0.49
C 0.8549 -1.2336 0.4925 -0.30
H -0.8482 5.7819 3.6921 0.48
H -0.7683 0.0207 0.1345 0.42
C 1.6178 -3.0519 -0.9507 -0.10
O -1.5559 5.2331 3.3267 -0.94
O 2.7329 -2.2322 -1.4840 -0.74
H 2.1563 -3.6123 -0.1383 0.20
H -1.7121 4.6652 4.0923 0.47
H -2.4057 0.0768 -4.6989 0.48
O -1.7872 0.2563 -3.9716 -0.95
```

## Properties
multiplicity	2
calculated total energy	-478.6538	a.u.
orbital gap (spin up / spin down)	10.9026 / 5.5189	eV
lowest unoccupied orbital energy (spin up / spin down)	-2.97 / -8.21	eV
HOMO energy (spin up / spin down)	-13.87 / -13.73	eV
charge	+1
energy above the lowest of the compared OMol25 structures with the same formula, charge and spin	47.54	kcal per mole

=====

Entry 3:
Below is a 11-piece molecular cluster, C54H91BF6N16O10P overall, with properties calculated with wB97M-V/def2-TZVPD.

```
179
Properties=species:S:1:pos:R:3:mulliken_charge:R:1
H 8.7282 -11.6890 -5.8200 0.30
O 8.1902 -5.6286 -6.6354 0.51
H 7.8999 -0.6569 -14.8930 0.40
H 9.2644 -9.6269 -12.5885 0.49
N 7.5206 -8.5165 -12.1867 0.38
H 5.4060 -4.5462 -11.1553 0.19
H 14.8056 -11.8555 -4.6410 0.43
H 8.6226 -2.2074 -14.7273 0.38
H 2.8747 -2.7989 -6.3718 0.73
H 6.2641 -6.1210 -4.3370 0.00
H 10.4623 -1.1969 -13.0501 0.25
F 4.3077 -0.7103 -6.7433 -0.41
H 14.0387 -13.0789 -5.7142 0.36
C 5.5660 -3.5479 -10.7619 -0.30
C 5.5687 -7.5865 -11.6690 -0.94
C 12.7210 -3.0643 -12.6407 -0.21
H 1.9939 -5.9632 -8.9525 0.54
H 11.3722 1.1390 -3.8052 0.33
H 0.7760 -2.7915 -10.8006 0.33
C 1.7530 -2.8024 -8.2579 -0.61
H 10.3607 -6.7351 -5.9325 0.55
H 7.9167 2.6341 -4.4524 0.56
H 7.9631 -6.9809 -3.3472 -1.11
H 3.8929 -6.2163 -7.5540 -0.85
H 4.6108 -4.8902 -6.6865 -0.52
C 9.6359 -4.6443 -12.1254 0.15
F 5.0169 -2.3770 -8.1478 -0.16
C 9.2430 0.4497 -8.3732 0.60
N 1.3864 -3.8579 -9.0691 0.09
O 9.0569 -3.5949 -7.7113 -0.24
C 9.7296 -11.3792 -6.1131 -0.86
H 12.9857 -2.9406 -11.6032 0.55
H 7.4938 -10.4934 -14.1732 0.33
H 8.5620 -1.6504 -5.8533 -1.29
H 6.0334 -3.4169 -9.7926 -0.34
N 12.5210 -2.9192 -14.8633 0.21
H 5.2553 -10.1703 -9.5058 0.31
H 9.5318 -3.6865 -11.6149 0.26
H 6.7410 -6.2722 -2.6648 0.99
N 9.1533 1.0428 -7.0308 0.40
H 7.3155 -8.2708 -4.5173 -1.36
O 5.3426 -8.9604 -2.7852 -0.72
H 15.4658 -6.9600 -3.9969 0.37
N 14.4277 -9.8773 -6.4890 0.26
C 8.0352 -9.5805 -14.4217 -1.11
H 3.8736 -9.3021 -10.2216 0.34
N 9.6057 1.4649 -4.9542 0.17
H 9.0402 -4.7562 -13.0299 0.45
O 12.2623 -4.7552 -8.0782 -0.73
C 9.9758 0.7346 -6.0067 -0.46
H 1.4825 -1.7773 -8.4481 0.52
N 10.1866 -8.2439 -4.4195 0.22
H 12.8339 -9.2128 -7.6788 0.49
O 10.7895 -2.1931 -7.9153 -0.70
C 7.2662 -9.3109 -4.1692 1.59
H 11.5974 -4.8815 -11.2772 0.22
H 5.2182 -5.4244 -3.1774 0.41
H 8.9510 -5.9627 -2.2068 0.54
C 8.7318 1.4271 -9.4419 -1.50
C 8.4336 -1.2836 -14.1783 -0.70
C 4.8898 -9.2049 -9.8441 -0.69
C 11.0660 -4.6435 -8.0387 0.31
C 6.4049 -1.2648 -11.1998 -0.76
H 10.4566 -12.0233 -5.6213 0.34
H 7.6647 1.6674 -9.4232 0.45
H 4.5595 -3.1281 -10.8317 0.52
C 6.9168 -9.3025 -11.2796 -0.13
H -0.4784 -3.3006 -9.7527 0.37
O 10.1668 -5.6159 -8.0472 -0.70
H 4.8673 -8.4936 -9.0210 0.20
C 2.3911 -3.3237 -7.1794 -0.68
C 9.1613 -1.8849 -4.9778 1.92
H 10.5511 2.7034 -3.5350 0.38
N 9.9919 -10.0027 -5.6623 0.71
H 8.7559 -0.5225 -8.3263 -0.64
C 9.7831 -0.7214 -13.7555 -0.90
H 9.2069 -5.3847 -11.4448 -0.05
C 6.6751 -7.4888 -12.4854 -0.40
C 8.1375 -2.5539 -2.7625 -0.59
H 8.3083 -9.6329 -4.0860 -0.59
C 8.9136 -6.4865 -3.1620 0.98
B 8.8207 -5.0406 -7.8178 1.19
C 14.3554 -11.3235 -6.7061 -0.44
H 4.8182 -6.8889 -11.3451 0.56
H 15.3086 -11.6907 -7.0813 0.35
H 9.1228 2.4386 -9.3064 0.48
H 9.8272 1.2915 -2.8789 0.37
H 3.6880 -7.1088 -5.4445 0.43
C 15.3727 -9.2522 -5.7706 -0.19
H 7.3260 0.4231 -12.3575 0.66
H 15.5396 -5.9337 -5.3478 0.32
H 10.1479 -9.0558 -7.5544 0.91
H 12.3761 -1.3712 -16.2098 0.36
H 9.8096 -11.5357 -7.1856 0.33
H 6.9786 -6.8847 -13.3247 0.74
O 7.9269 -5.3004 -8.9600 -0.37
H 9.4184 -1.0741 -4.3016 -0.15
O 6.3610 -6.8708 -6.2937 -0.66
F 6.2565 -0.5521 -8.0563 -0.40
N 6.3167 -2.5940 -11.5905 0.28
H 13.8160 -1.5825 -13.7355 0.40
H 9.0690 -5.6915 -3.8971 0.07
H 10.1977 -8.0454 -2.3745 0.41
H 10.7479 -2.0829 -6.4003 0.35
H 7.3291 -10.2309 -10.9213 0.49
C 12.5180 -2.4488 -16.2551 -0.83
C 10.0198 -9.5519 -4.3894 -0.88
C 10.2689 -7.7776 -5.6988 -0.24
C 7.0053 -2.7273 -12.7573 -0.50
H 7.3185 -8.9979 -15.0001 0.34
H 9.1945 -8.1130 -13.4566 -0.04
C 0.4598 -3.6365 -10.1914 -0.85
N 2.7041 -4.6344 -7.4906 0.47
C 7.6217 -3.8430 -4.4746 -0.54
H 13.4291 -2.8288 -16.7106 0.35
F 6.4048 -0.5823 -5.8238 -0.32
H 10.9477 0.2805 -6.1106 0.47
P 5.6554 -1.5688 -6.9015 1.70
H 7.4475 -4.2645 -5.4477 0.16
H 13.5450 -11.4167 -7.4273 0.25
C 11.0966 -4.9860 -12.2404 -1.31
O 7.1392 -9.8347 -1.8600 -0.73
C 3.1820 -6.1470 -5.5264 -1.46
C 10.4139 1.6409 -3.7281 -0.89
N 5.7596 -8.7379 -10.9358 0.16
H 6.7878 -9.8986 -4.9562 0.50
H 16.0760 -9.8158 -5.1773 0.43
H 13.0540 -11.7547 -5.0102 0.19
H 10.3892 -3.5993 -5.6881 -0.37
C 3.6935 -5.4681 -6.7827 1.76
H 11.1102 -6.8143 -3.2405 0.33
H 8.5079 -1.6949 -2.2309 0.69
C 8.4073 2.0965 -5.2461 -0.66
H 13.7530 -6.6796 -6.9492 0.66
H 2.1016 -6.2207 -5.4599 0.47
C 8.1931 1.9189 -6.5835 -0.33
C 6.8228 -5.8826 -8.4741 0.02
C 10.1771 -8.9063 -6.4888 -1.19
C 10.1701 -7.3620 -3.2233 -1.33
C 6.5254 -9.3806 -2.8552 0.47
H 8.9300 1.1322 -10.4701 0.14
C 14.1738 -7.6518 -6.7501 -0.60
N 15.1779 -7.9436 -5.8456 0.16
N 7.5112 -1.5208 -13.0759 0.22
N 8.3331 -2.7538 -4.1244 0.67
C 14.0354 -12.0386 -5.3857 -0.96
H 11.1811 -4.6715 -14.9744 0.42
C 6.2723 -5.5985 -3.3799 -1.25
C 7.5079 -3.6857 -2.3258 -1.07
H 16.9278 -6.9428 -5.1136 0.36
H 10.4123 -0.4458 -14.6086 0.26
C 1.9730 -4.9482 -8.5915 -0.24
C 10.4654 -2.5371 -5.4491 -0.85
H 10.3041 0.2460 -8.5063 0.51
N 11.8880 -4.0834 -13.1019 0.35
H 3.6006 -5.5595 -4.7094 0.17
H 11.6638 -2.8017 -16.8304 0.34
H 8.9143 -9.7558 -15.0396 0.43
N 7.0308 -4.3608 -3.4089 0.70
C 15.8462 -6.9260 -5.0157 -0.89
H 6.0268 -0.9214 -10.2465 0.61
H 11.3232 -5.9974 -12.5815 0.36
C 10.2978 -3.2903 -7.9321 0.70
C 7.0443 -6.1873 -6.9873 0.16
C 8.5916 -8.9565 -13.1172 -0.48
H 10.1101 -10.1687 -3.5087 0.46
C 7.0055 -0.5945 -12.2047 -0.70
F 5.2706 -2.5565 -5.6984 -0.26
C 13.6842 -8.8772 -7.1106 -0.54
H 11.2561 -2.3904 -4.7145 0.50
H 0.3850 -4.5593 -10.7575 0.35
H 7.1758 -3.6450 -13.2877 0.86
C 13.1680 -2.4460 -13.7608 -0.75
H 7.4223 2.2133 -7.2737 0.48
H 9.6633 0.3193 -13.4309 0.38
C 11.8741 -4.0461 -14.4338 -0.16
F 6.9782 -2.5315 -7.0772 -0.89
O 5.8547 -6.2551 -9.0739 -0.10
H 7.2018 -3.8914 -1.3115 0.63
```

## Properties
calculated total energy	-4704.7824	a.u.
orbital gap	3.1019	eV
lowest unoccupied orbital energy	-11.11	eV
HOMO energy	-14.21	eV
charge	+5
energy above the lowest of the compared OMol25 structures with the same formula, charge and spin	52.80	kcal per mole

=====

Entry 4:
Below is C17H25N3NaO7Te as an isolated structure, with properties calculated with wB97M-V/def2-TZVPD.

```
54
Properties=species:S:1:pos:R:3:nbo_charge:R:1
C 1.8750 -1.9412 -3.0823 -0.93
H -1.9366 0.1268 -4.9887 0.21
H -4.4147 0.5709 -4.4210 0.20
O -1.4981 -1.5653 -2.0308 -0.67
H 2.8073 1.9414 -2.2874 0.24
O 0.8039 0.1028 3.9110 -0.75
O -0.3860 -2.4405 1.4754 -0.66
H -2.1414 -2.6400 -0.2416 0.23
H -3.5310 -2.1611 4.4306 0.21
H -1.7644 4.1110 3.3418 0.20
C -3.4209 -2.0318 3.3575 -0.41
H -3.7183 -1.0129 3.1007 0.21
H -3.0099 -1.2774 -5.2091 0.18
H -4.0997 -2.7322 2.8723 0.19
C -1.5725 -2.2827 1.7474 0.67
H -3.7913 1.5130 -3.0557 0.25
Na 0.4508 -0.6769 0.4167 0.86
Te 1.0464 -0.0461 -2.4794 0.58
O -2.4242 3.1180 -1.3418 -0.78
H 3.6286 0.4370 -1.8213 0.21
O -0.3914 2.2936 -1.8657 -0.76
H -0.2987 2.2062 4.1476 0.24
N -3.0157 -0.4463 -3.2863 -0.43
C -1.2706 2.7020 -1.0785 0.73
H -4.9675 0.2019 -2.7909 0.19
C -0.9724 2.5897 0.4236 0.10
H 2.3058 -1.8727 -4.0802 0.20
O -2.4968 -0.6801 0.3210 -0.52
H 1.0561 -2.6612 -3.0949 0.22
C -0.5157 2.3741 3.1027 -0.24
C -1.5613 3.5080 1.2881 -0.24
H -1.4924 -1.4373 -4.2906 0.24
C -2.5382 -2.0741 0.5981 -0.16
C -1.0637 -2.4257 4.1049 -0.42
C 2.9579 0.8945 -2.5457 -0.90
H -0.9589 -3.4745 4.3980 0.18
C -4.1054 0.5196 -3.3793 -0.43
N -0.1796 1.6101 0.8551 -0.45
C -2.4686 -0.8237 -2.1069 0.68
H -2.2016 4.2680 0.8658 0.23
H -0.0993 -2.0260 3.8067 0.28
O 1.6995 -0.1919 1.8716 -0.80
H -4.2033 -0.6725 -0.8321 0.17
H -3.5589 -2.4102 0.8051 0.16
N -2.0287 -2.2895 3.0147 -0.41
H -1.4100 -1.8430 4.9560 0.20
H 2.6345 -2.2795 -2.3779 0.21
C -1.3198 3.4056 2.6487 -0.20
H -3.1890 0.7906 -0.8670 0.26
C 0.9375 0.3635 2.7004 0.72
H 3.3712 0.8182 -3.5487 0.20
C 0.0398 1.5056 2.1728 0.09
C -3.1673 -0.3017 -0.8487 -0.18
C -2.3249 -0.7800 -4.5196 -0.42
```

## Properties
calculated total energy	-1784.2127	a.u.
orbital gap	6.7501	eV
lowest unoccupied orbital energy	2.15	eV
HOMO energy	-4.60	eV
charge	-1
energy above the lowest of the compared OMol25 structures with the same formula, charge and spin	18.70	kcal per mole

=====

Entry 5:
Below is C3H2IN2 as an isolated structure, with properties calculated with wB97M-V/def2-TZVPD.

```
8
Properties=species:S:1:pos:R:3:nbo_charge:R:1
C -1.5889 -0.6864 0.0053 0.12
H 0.1305 0.3003 -0.8730 0.34
H 0.1467 0.2771 0.8737 0.34
I -3.3842 0.1596 -0.0011 0.72
N 0.5693 -1.5618 -0.0176 -0.43
N -1.5941 -2.5320 0.0115 -0.37
C -0.1366 -0.3352 -0.0047 -0.41
C -0.3782 -2.3645 -0.0032 0.69
```

## Properties
calculated total energy	-522.2113	a.u.
orbital gap (spin up / spin down)	7.2371 / 7.2356	eV
lowest unoccupied orbital energy (spin up / spin down)	-7.48 / -7.48	eV
HOMO energy (spin up / spin down)	-14.72 / -14.72	eV
charge	+1
energy above the lowest of the compared OMol25 structures with the same formula, charge and spin	65.15	kcal per mole

=====

Entry 6:
Below is a 4-piece molecular cluster, C10H19Cl6N overall, with properties calculated with wB97M-V/def2-TZVPD.

```
36
Properties=species:S:1:pos:R:3:nbo_charge:R:1
C -0.6445 1.8593 -6.0116 -0.37
Cl -0.8641 3.5117 -3.8955 0.05
C -2.8142 3.2537 1.7734 -0.43
C 2.3100 -5.2199 4.2409 -0.63
H -1.3270 1.0825 -5.6671 0.22
Cl -4.1521 3.9751 2.5893 0.00
H -1.0622 4.2648 2.6783 0.24
C 1.6265 -4.0286 3.4446 -0.38
C 0.2000 2.5865 -4.8964 -0.44
Cl -0.5787 -0.3926 -3.0762 0.22
H -1.2617 2.5734 -6.5567 0.23
H -3.1995 2.9843 0.7900 0.21
H 0.6981 0.5545 -1.2520 0.29
C -1.5787 4.1238 1.7288 -0.37
H -0.8468 0.0142 0.6858 0.29
H 0.8340 -4.3682 2.7777 0.20
H 1.5827 -6.0197 4.1014 0.23
C 2.0934 -2.1564 1.8793 0.36
H 3.2592 -5.6098 3.8733 0.22
H 3.3908 -3.1152 3.2457 0.26
C -1.0709 -0.2758 -0.3407 -0.38
H 1.1082 -3.2061 3.9375 0.22
C 2.5767 -3.3499 2.5599 -0.52
N 1.6566 -1.2327 1.3593 -0.42
H 0.9291 3.2251 -5.3952 0.25
H -0.7941 1.5377 -1.6526 0.28
Cl 0.3363 1.1433 -7.3662 -0.04
Cl -2.8726 -0.2900 -0.5287 0.26
H -0.6967 -1.2963 -0.4221 0.28
H 2.9052 -4.0439 1.7863 0.25
H -1.7511 5.0726 1.2208 0.23
H 2.4768 -5.0435 5.3035 0.23
Cl -0.3840 3.2096 0.7845 -0.09
H 0.8142 1.8256 -4.4149 0.22
C -0.3597 0.5475 -1.5152 -0.37
H -2.5392 2.3033 2.2308 0.21
```

## Properties
multiplicity	2
calculated total energy	-3207.9191	a.u.
orbital gap (spin up / spin down)	10.4496 / 2.9215	eV
lowest unoccupied orbital energy (spin up / spin down)	-2.86 / -10.38	eV
HOMO energy (spin up / spin down)	-13.31 / -13.30	eV
charge	+1

=====

calculated total energy of number 5 (C3H2IN2)?
-522.2113 a.u.

=====

Which formula does entry 6 have?
C10H19Cl6N

=====

calculated total energy of number 1 (C4H12NO3PS)?
-1179.6467 a.u.

=====

Which of these has the lowest calculated total energy?
C54H91BF6N16O10P